This record from the OMol25 dataset describes C30H22N7O9V as an isolated structure at a distorted geometry. The level of theory is ωB97M-V with the def2-TZVPD basis set.

Last column: Mulliken charge in e.
Geometry (Å):
V -0.3172 -0.0448 0.3734  -0.198
C -2.7170 -3.2936 2.1240  -1.103
C -1.7885 -2.6038 1.3383  -0.379
N -1.7219 -1.2811 1.3232  0.467
C -2.5869 -0.5677 2.0998  0.449
C -3.5290 -1.1749 2.9234  0.822
C -3.5791 -2.5823 2.9179  -0.753
C -4.4009 -0.3579 3.7294  -0.952
C -4.3124 0.9856 3.6939  -0.984
C -3.3459 1.6375 2.8471  0.910
C -3.2062 3.0362 2.7730  -0.738
C -2.2584 3.5882 1.9508  -1.122
C -1.4371 2.7422 1.2019  -0.148
N -1.5516 1.4251 1.2464  0.696
C -2.4958 0.8711 2.0575  -0.003
H -2.7350 -4.3736 2.1016  0.460
H -1.0771 -3.1285 0.7115  0.663
H -4.2997 -3.0917 3.5457  0.492
H -5.1276 -0.8450 4.3659  0.461
H -4.9658 1.5978 4.3011  0.461
H -3.8496 3.6688 3.3721  0.489
H -2.1293 4.6579 1.8752  0.463
H -0.6670 3.1373 0.5522  0.477
O 3.1670 2.4978 -4.9956  -0.494
C 3.6305 2.8515 -3.7163  -0.553
C 2.6791 2.2866 -2.6958  -0.122
C 2.8649 2.5368 -1.3534  -1.298
C 1.9675 1.9914 -0.4433  0.858
N 0.9384 1.2349 -0.7967  0.198
C 0.7552 0.9931 -2.1267  0.156
C 1.5863 1.5040 -3.0872  -0.717
C -0.4858 0.2335 -2.4711  0.647
C -0.7764 -0.1778 -3.7565  -0.696
C -2.0039 -0.7697 -4.0158  0.311
C -2.3669 -1.2426 -5.3939  -0.581
O -1.3440 -0.8633 -6.2787  -0.500
C -2.9055 -0.9238 -2.9632  -1.262
C -2.5333 -0.5396 -1.7000  -0.243
N -1.3382 0.0249 -1.4426  0.266
H 3.7450 2.8761 -5.6649  0.326
H 3.6846 3.9371 -3.5822  0.382
H 4.6269 2.4411 -3.5140  0.360
H 3.6883 3.1483 -1.0038  0.418
H 2.8052 2.7672 1.0946  0.321
H 1.4138 1.3267 -4.1362  0.680
H -0.0749 -0.0401 -4.5641  0.619
H -3.3373 -0.8101 -5.6618  0.379
H -2.4905 -2.3321 -5.3549  0.345
H -1.5868 -1.0991 -7.1796  0.328
H -3.8838 -1.3579 -3.1229  0.477
H -3.1921 -0.6739 -0.8523  0.604
O 4.9225 -0.6681 4.9613  -0.585
N 4.9494 -1.5555 4.1366  1.024
O 5.7578 -2.4529 4.0682  -0.567
C 3.8824 -1.5371 3.1120  -0.559
C 4.0177 -2.3625 1.9972  -0.248
C 3.0615 -2.3556 1.0062  -1.218
C 1.9431 -1.5135 1.1071  1.186
O 0.9874 -1.3656 0.2154  -0.678
C 1.8525 -0.7320 2.2718  0.333
C 2.8064 -0.7098 3.2852  -0.460
N 0.6896 0.0771 2.2734  1.400
O 2.0581 2.1915 0.8873  -0.400
O 0.4307 0.7120 3.2598  -0.638
N 3.2622 -3.2595 -0.1468  1.074
O 4.2882 -3.8968 -0.1729  -0.615
O 2.3724 -3.3039 -0.9710  -0.571
H 4.8739 -3.0179 1.9086  0.698
H 2.7102 -0.0738 4.1545  0.683

multiplicity	3
relative energy (zero: lowest compared OMol25 entry of this formula, charge and spin)	3.9	kcal/mol
calculated total energy	-85996.2055	eV
HOMO-LUMO gap (alpha / beta)	0.2744 / 0.2768	hartree
⟨S²⟩	2.02
net charge	+2
HOMO (alpha / beta)	-0.5314 / -0.5409	Ha